{"formula": "C30H65BCl6F7N6O13", "method": "ωB97M-V/def2-TZVPD", "symbols": ["C", "O", "O", "C", "F", "F", "F", "C", "C", "H", "H", "H", "H", "H", "H", "C", "C", "C", "C", "C", "C", "N", "O", "C", "C", "C", "H", "H", "H", "H", "H", "H", "H", "H", "H", "H", "H", "H", "H", "H", "H", "H", "H", "H", "B", "F", "F", "F", "F", "C", "C", "C", "C", "C", "C", "H", "H", "H", "H", "H", "H", "H", "H", "H", "H", "H", "H", "H", "H", "Cl", "C", "C", "Cl", "H", "H", "H", "H", "Cl", "C", "C", "Cl", "H", "H", "H", "H", "Cl", "C", "C", "Cl", "H", "H", "H", "H", "C", "N", "O", "O", "H", "H", "H", "C", "N", "O", "O", "H", "H", "H", "C", "N", "O", "O", "H", "H", "H", "C", "N", "O", "O", "H", "H", "H", "C", "N", "O", "O", "H", "H", "H"], "coordinates": [[10.7962, -25.5081, -18.0019], [10.3031, -25.3258, -16.6176], [11.6940, -24.5101, -18.0850], [11.2088, -26.9784, -18.1933], [11.9467, -27.0007, -19.3250], [11.9197, -27.5087, -17.1836], [10.1461, -27.8091, -18.3724], [9.0315, -25.8547, -16.3240], [8.7570, -25.7854, -14.8234], [8.8045, -24.8278, -14.3078], [7.7952, -26.2942, -14.6541], [9.3980, -26.4007, -14.1798], [8.9275, -26.8862, -16.6769], [8.2303, -25.2448, -16.7680], [9.9584, -25.2513, -18.6762], [12.6097, -27.1518, -14.3538], [13.0681, -26.7494, -12.9170], [14.5728, -27.1489, -12.9090], [15.3944, -26.6763, -11.7507], [15.2562, -25.1893, -11.5425], [13.8196, -24.6501, -11.6081], [13.0244, -25.2907, -12.7004], [11.7595, -24.6920, -12.8486], [14.0165, -23.1634, -11.9451], [13.1715, -24.8323, -10.2455], [12.2816, -27.6753, -11.9526], [12.9430, -26.4208, -15.0899], [11.5221, -27.0616, -14.3419], [12.9607, -28.1551, -14.6068], [15.0592, -26.7834, -13.8177], [14.5808, -28.2469, -12.9415], [16.4290, -26.9578, -11.9969], [15.2183, -27.2913, -10.8634], [15.9495, -24.6266, -12.1719], [15.6870, -24.9808, -10.5527], [14.6827, -22.7922, -11.1565], [13.0894, -22.5924, -11.9404], [14.4646, -23.0297, -12.9278], [13.7543, -24.2234, -9.5491], [13.1546, -25.8840, -9.9407], [12.1143, -24.5658, -10.3403], [12.0197, -27.0915, -11.0651], [12.7886, -28.5941, -11.6459], [11.3084, -27.9756, -12.3458], [12.7339, -19.5244, -14.1693], [11.5275, -18.8558, -14.3948], [13.1437, -20.0618, -15.3811], [13.7309, -18.7765, -13.4744], [12.4116, -20.6026, -13.2831], [14.9754, -29.7124, -8.8372], [14.2116, -30.7736, -8.0389], [14.0927, -30.5990, -6.5174], [12.8883, -31.3306, -5.9255], [12.4429, -30.7049, -4.5836], [13.4676, -30.7942, -3.4131], [15.7734, -29.3002, -8.2111], [14.3472, -28.8808, -9.1569], [15.4587, -30.0828, -9.7394], [13.2382, -30.6897, -8.5421], [14.5101, -31.7801, -8.3410], [14.0880, -29.5695, -6.1608], [14.9976, -31.1010, -6.1624], [12.0401, -31.3561, -6.6178], [12.9426, -32.4110, -5.7479], [12.1714, -29.6549, -4.7246], [11.5175, -31.1707, -4.2379], [13.1174, -30.3075, -2.5076], [13.6279, -31.8756, -3.3607], [14.4681, -30.4318, -3.6566], [9.7237, -31.3815, -14.1095], [9.4700, -29.6299, -14.1181], [8.5536, -28.9817, -13.1008], [9.3784, -29.0260, -11.5108], [9.1080, -29.2963, -15.0944], [10.4263, -29.1039, -14.0951], [7.5797, -29.4598, -13.0373], [8.4844, -27.9469, -13.4317], [10.3837, -33.2996, -10.3136], [11.9486, -33.5035, -11.1304], [12.8617, -32.2923, -11.0962], [12.6240, -31.3597, -12.5909], [11.8788, -33.8613, -12.1577], [12.3425, -34.4105, -10.6652], [13.9247, -32.5295, -11.0862], [12.6929, -31.6323, -10.2477], [10.0538, -28.1485, -6.8654], [11.3880, -28.0515, -8.0131], [11.5714, -26.6903, -8.6720], [11.7784, -25.3631, -7.4525], [11.0904, -28.7517, -8.7966], [12.2516, -28.5043, -7.5307], [10.7260, -26.4107, -9.2932], [12.4756, -26.7201, -9.2780], [16.3559, -21.1291, -14.2032], [15.6393, -21.2454, -15.5059], [15.9114, -20.4702, -16.4062], [14.7262, -22.0285, -15.5223], [16.1700, -22.0000, -13.5854], [16.0177, -20.2194, -13.7106], [17.4022, -21.0330, -14.4935], [15.1275, -25.9310, -17.8566], [15.1284, -25.3265, -16.4878], [14.2132, -24.6015, -16.2272], [16.1404, -25.4534, -15.7916], [15.4605, -26.9410, -17.6245], [15.7830, -25.3730, -18.5187], [14.0971, -25.8194, -18.1983], [11.0317, -23.6129, -11.0283], [10.5122, -22.3283, -10.4232], [9.3836, -22.0157, -10.7110], [11.2865, -21.7051, -9.7173], [10.5808, -23.6906, -12.0102], [10.6125, -24.3636, -10.3557], [12.1098, -23.6844, -10.9321], [13.7526, -22.6981, -7.9165], [14.6832, -21.5717, -8.2462], [15.4880, -21.8350, -9.1212], [14.6325, -20.4771, -7.7213], [13.7743, -23.3105, -8.8138], [12.7815, -22.2864, -7.6687], [14.2455, -23.3182, -7.1700], [17.0347, -29.1791, -14.5168], [17.5099, -30.0693, -15.5848], [16.8757, -29.9232, -16.6147], [18.4919, -30.7635, -15.4330], [16.9519, -28.1694, -14.9075], [17.7237, -29.1988, -13.6718], [16.1138, -29.5437, -14.0653]], "atomic_forces_ev_per_a": [[0.82, 4.62, 1.62], [-1.11, -1.49, 0.18], [0.10, -2.80, -1.28], [0.19, 1.43, 0.15], [0.18, -1.03, -0.07], [0.14, -0.07, -0.48], [0.05, -0.33, -0.31], [0.51, 0.75, 0.73], [-0.08, -1.31, 0.81], [-0.17, 0.30, -0.61], [-0.41, 0.57, -0.06], [0.69, 0.11, -0.55], [-0.19, -0.10, 0.08], [-0.01, -0.06, -0.49], [-0.63, -0.92, -0.28], [-0.47, 1.40, 0.87], [1.45, 0.03, -0.54], [-0.64, -0.39, -0.28], [0.61, -0.67, -0.19], [0.68, -0.21, 0.84], [0.15, -0.83, -1.66], [0.73, -0.35, -0.99], [1.12, -2.16, -0.06], [-0.42, 0.02, 0.55], [1.44, -1.91, 0.26], [-0.61, 0.82, 0.51], [0.13, -0.04, 0.06], [-0.03, -0.25, -0.39], [-0.15, -0.12, 0.06], [-0.28, 0.12, -0.12], [0.14, -0.09, -0.10], [0.20, 0.34, 0.11], [-0.52, 0.25, 0.34], [-0.39, -0.18, -0.63], [-0.32, 0.21, 0.19], [-0.02, 0.34, -0.25], [0.27, 0.14, -0.19], [-0.12, -0.23, -0.02], [-0.56, -1.49, -0.88], [1.58, 0.97, -0.71], [2.43, -2.54, 2.29], [0.03, -0.24, -0.11], [0.25, 0.03, -0.04], [0.51, 0.21, -0.19], [-0.87, -1.73, 0.98], [0.00, 1.15, 0.07], [0.62, 0.66, -0.10], [-0.07, 0.39, -0.76], [0.25, 0.09, 0.00], [0.99, 0.28, 0.72], [-1.35, 0.68, -1.49], [0.43, -1.60, -0.64], [-1.03, 0.05, 0.86], [0.08, 0.79, 0.31], [0.00, -0.94, -1.64], [0.09, 0.15, -0.16], [-0.09, 0.00, 0.17], [-0.10, -0.24, -0.04], [-0.42, -0.26, 0.72], [0.38, -0.07, 0.49], [0.05, 0.14, -0.33], [0.14, 0.44, 0.52], [-0.05, 0.74, -0.06], [1.04, -0.06, -0.04], [0.04, 0.04, -0.27], [0.00, -0.17, -0.05], [-0.07, -0.31, 0.11], [-0.03, -0.03, 1.00], [-0.17, 0.48, -0.17], [-0.47, 0.04, 0.10], [0.04, 1.57, -0.94], [0.83, -0.71, -0.21], [-0.90, -0.24, 0.46], [-0.26, -0.61, -0.17], [0.24, -0.44, 0.37], [0.01, 0.04, 0.17], [-0.19, -0.02, 0.34], [-0.12, 0.30, -0.37], [0.78, -1.24, 0.09], [0.04, 0.22, -0.07], [0.18, 0.32, 0.03], [-0.76, 0.52, -0.12], [0.50, 0.46, 0.50], [-0.11, -0.46, 0.05], [-0.29, -0.12, -0.09], [-0.53, 0.08, 0.62], [-0.23, -0.29, -0.94], [-0.13, -0.65, 1.38], [0.01, -0.50, -0.23], [0.18, 0.11, -0.21], [0.24, 0.55, 0.07], [-0.04, -0.09, 0.01], [-0.72, -0.48, 0.74], [0.76, 0.35, -0.46], [-1.65, -0.13, 0.82], [0.83, 0.11, -0.17], [0.54, -0.37, -0.32], [-0.11, -0.01, -0.20], [-0.21, -0.01, -0.13], [0.07, 0.01, 0.32], [-0.61, -0.43, 0.86], [0.18, 2.11, -0.61], [-0.06, -0.51, 0.40], [0.20, -0.78, 0.05], [-0.03, -0.16, -0.79], [0.28, -0.01, 0.32], [-0.01, -0.27, -0.06], [-3.06, 2.41, -0.47], [0.84, -0.93, -0.36], [-0.56, 0.72, 0.45], [-0.29, 0.58, 0.47], [0.06, 0.39, 0.34], [-0.54, -0.09, -0.11], [-2.16, 3.19, -1.87], [0.59, 0.66, 0.07], [0.54, 0.10, -0.85], [0.28, -0.13, 0.22], [-0.56, -0.30, 0.63], [-0.53, 1.29, 0.93], [0.02, -0.18, 0.14], [-0.18, 0.33, 0.44], [0.45, 0.13, 1.88], [-0.65, 1.23, -0.61], [0.43, -0.85, -0.17], [-0.02, -0.36, 0.05], [-0.30, -0.08, -0.13], [0.36, 0.01, -0.35], [-0.33, 0.04, -0.72]], "e_tot_ev": -162538.9863, "charge": -3}